C10H18N2 | ωB97M-V/def2-TZVPD

```
30
Properties=species:S:1:pos:R:3:forces:R:3
C 1.9057 0.5467 -1.9064 -0.5120 0.9500 -0.0281
C 1.0787 0.3051 -0.9202 -3.6340 -0.7626 4.0263
C 1.1497 1.5520 -2.7721 1.8662 0.2778 -2.1687
C -1.1291 1.0968 -0.0315 3.9668 -1.0158 0.8919
C 0.4645 -0.5785 0.7729 0.2990 3.5720 -4.2003
C -1.0490 -0.3674 0.5299 0.5702 0.8649 1.9987
C 1.0708 0.3732 1.7407 -1.6771 1.5625 2.7401
C 1.0786 -1.8775 0.7258 0.8546 -4.2417 0.8617
C -1.6659 -1.4678 -0.2654 2.6492 -0.5428 -2.3911
C -1.8536 -0.4359 1.8619 1.8239 -1.0607 0.1753
N 0.1430 2.2004 -1.9376 -0.5042 -0.9435 -0.0227
N -0.0678 1.1077 -1.0390 -0.6926 -0.8246 0.3140
H 2.7887 0.0656 -2.1498 1.5143 -0.6911 -0.4344
H 1.8568 2.1363 -3.4763 -1.2910 -0.0252 1.6467
H 0.5775 0.9747 -3.4888 -0.3927 -0.3176 -0.2902
H -2.0061 1.2503 -0.5220 -2.7813 0.7773 -1.0510
H -0.9062 1.8516 0.8054 -0.7562 -0.8693 -0.9833
H 2.0894 0.1598 1.8843 1.4864 0.1097 -0.1287
H 0.6372 0.2346 2.7757 0.3357 -0.4537 -0.7504
H 0.8743 1.4959 1.6881 0.4828 -1.5443 -0.8569
H 0.9012 -2.4692 -0.2620 0.2380 1.0894 1.9006
H 0.7520 -2.5778 1.6504 0.4678 1.4019 -1.9406
H 2.1786 -1.7424 0.8778 -0.8146 -0.3406 -0.3505
H -1.1984 -1.4821 -1.2757 -0.3958 -0.0470 0.3315
H -2.6781 -1.3318 -0.3865 -2.4396 0.4246 -0.2867
H -1.5230 -2.4819 0.1235 0.1794 0.3631 0.3445
H -2.8108 0.0438 1.6110 -0.0126 -0.6256 0.7057
H -1.2947 0.1040 2.6870 -1.1404 -0.6581 -0.7956
H -1.8389 -1.5977 2.0264 -0.8037 2.3741 0.5353
H 0.4750 2.9118 -1.3274 1.1132 1.1969 0.2071
```
Positions in Å, forces in eV/Å.

Properties
LUMO energy   0.0285 Eh
Spin multiplicity   1
E   -13637.2895 eV
Kohn-Sham gap   7.9 eV
Relative energy (zero: lowest compared OMol25 entry of this formula, charge and spin)   111.3 kcal per mole
Total charge   0
Strongest force on any atom   0.107 Eh/bohr

---

C23H34BN2O9PS2 | ωB97M-V/def2-TZVPD

```
72
Properties=species:S:1:pos:R:3:forces:R:3
C 1.7749 -4.2349 -0.5915 -1.0382 0.9467 -0.0563
C 2.9377 -3.5815 0.3041 -1.0915 -1.4002 0.0378
S 3.4032 -1.8349 -0.2340 -0.1923 -0.5080 -0.0216
C 1.9730 -1.1781 -1.2181 -1.7752 0.5460 0.4544
C 1.7944 0.4264 -1.0906 -0.0942 2.5310 0.1863
C 2.9947 1.3776 -0.7543 -3.8984 1.7717 -0.6664
C 2.6898 2.9154 -0.6372 -2.5336 -1.9822 -0.8714
C 1.2451 3.5034 -0.8410 0.9230 -3.8737 -0.1670
C 0.0810 2.5429 -1.1701 2.7416 -2.0623 0.4309
C 0.3479 1.0021 -1.3201 3.5779 1.9185 1.4467
N -0.6998 0.0177 -1.6741 0.4835 2.1782 -0.0980
P -0.9868 0.1290 -3.4397 -1.4844 0.0473 -1.2310
O 0.4433 0.7935 -4.1256 -0.9055 -2.0916 0.6576
O -1.1612 -1.5449 -3.8983 0.8802 1.6893 0.2468
C -1.9689 0.2400 -0.9526 -3.7009 -0.7728 1.9096
C -2.6956 -1.0546 -0.4353 -1.4924 2.8548 0.5396
C -4.0478 -1.0009 0.3123 2.4067 3.8125 -1.9037
C -4.6833 0.4271 0.5296 2.8100 -0.4538 -1.1453
B -6.1385 0.4234 1.2859 0.0718 0.3591 1.3109
O -6.2755 0.6169 2.7195 -0.7072 -0.5641 -3.0317
N -7.3832 0.1708 0.4894 0.4079 -0.5407 -0.9142
C -7.4586 -1.2511 -0.0029 -0.1115 -0.4187 -0.6382
C -7.4651 1.0092 -0.7432 -0.4944 0.8820 -0.7127
C -3.9788 1.7270 0.0196 1.3796 -3.6336 -0.4023
C -2.6238 1.6234 -0.7200 -0.6068 -2.9081 0.7340
S -1.6927 3.0892 -1.4155 0.6982 -1.6434 0.9793
H 1.8122 -3.9204 -1.7025 0.2458 -0.6463 1.7794
H 1.6972 -5.3713 -0.5230 0.3796 1.5665 0.0353
H 0.7725 -3.8044 -0.2014 1.5164 -0.8286 -0.6719
H 2.5576 -3.5881 1.3963 0.7402 0.2229 -1.7503
H 3.8381 -4.2904 0.2552 -0.9779 1.5320 -0.0230
H 1.0046 -1.6096 -0.7534 1.5573 0.7019 -0.8915
H 2.0163 -1.5348 -2.3004 0.0153 0.7206 1.3882
H 4.0637 0.9712 -0.6163 -2.0065 0.7434 -0.1776
H 3.5247 3.6763 -0.4105 -1.4314 -1.5221 -0.3747
H 1.0902 4.6246 -0.7372 0.0992 -1.7836 -0.1572
H 0.5888 0.3237 -4.9776 0.0025 0.3725 0.6603
H -1.7533 -1.5406 -4.6819 0.4248 0.0951 0.7423
H -2.2113 -2.0625 -0.6436 -0.6062 1.5983 0.3039
H -4.5446 -1.9666 0.6585 0.7596 1.6490 -0.4767
H -7.2516 0.5648 2.8905 1.1300 0.0732 -0.1482
H -8.4539 -1.4172 -0.5647 1.4600 0.3676 1.0099
H -7.4118 -2.0158 0.8429 0.1102 1.0896 -1.0884
H -6.6210 -1.4224 -0.7882 -1.1738 -0.0707 1.2881
H -6.5535 0.9486 -1.4324 -0.9605 -0.1273 0.9372
H -7.6043 2.1188 -0.4780 0.1220 -1.6437 -0.3244
H -8.3708 0.6640 -1.3734 1.3336 0.6476 1.1214
H -4.4962 2.7243 0.1882 0.9639 -1.4449 -0.2827
C 9.7307 1.5066 0.2644 0.4150 -0.0818 0.1420
O 8.3483 1.7763 0.0393 -0.2369 0.0493 -0.3719
C 8.0028 1.8359 -1.2580 -0.0522 -0.0078 0.0789
O 8.7450 1.6846 -2.1970 -0.3047 0.0695 0.3883
O 6.6854 2.0936 -1.3262 0.3823 -0.0762 0.1748
C 6.1746 2.1855 -2.6556 -0.2626 0.0578 -0.4437
H 9.8941 1.4814 1.3423 -0.2968 0.0563 -0.0999
H 10.0062 0.5343 -0.1499 -0.0015 0.1839 -0.0986
H 10.3520 2.2980 -0.1609 -0.0696 -0.1717 -0.0973
H 6.3083 1.2400 -3.1861 0.1355 0.1516 0.0212
H 6.6537 3.0038 -3.1977 0.0823 -0.1975 0.0256
H 5.1061 2.3948 -2.5895 0.1474 -0.0388 0.2677
C -3.3676 -0.2558 3.7340 -0.3933 0.1355 -0.1951
O -2.2261 -0.1158 4.5803 0.5555 -0.3147 0.0168
C -1.1775 -0.8728 4.2186 -0.1412 0.1871 0.0754
O -1.1371 -1.6253 3.2752 0.0205 0.2376 0.3713
O -0.1795 -0.6464 5.0907 -0.3443 -0.0220 -0.2008
C 1.0079 -1.3904 4.8258 0.3890 -0.1713 -0.0434
H -4.1512 0.3977 4.1173 0.2778 -0.0278 0.1191
H -3.1304 0.0520 2.7136 0.0346 -0.1871 0.1309
H -3.7368 -1.2841 3.7520 0.1377 0.0580 -0.1223
H 1.4176 -1.1274 3.8478 -0.1311 -0.1410 0.0341
H 0.8124 -2.4635 4.8872 -0.0226 0.1142 -0.1609
H 1.7421 -1.1292 5.5889 -0.2790 0.1402 0.0145
```
Positions in Å, forces in eV/Å.

Properties
LUMO energy   0.0065 Eh
Spin multiplicity   1
E   -77439.5228 eV
SMILES   CCSCc1cccc2c1N(P(O)O)c1ccc(B(O)N(C)C)cc1S2.COC(=O)OC.COC(=O)OC
Kohn-Sham gap   8.1 eV
Total charge   0
Strongest force on any atom   0.095 Eh/bohr

---

C2H7N | ωB97M-V/def2-TZVPD

```
10
Properties=species:S:1:pos:R:3:forces:R:3
C -0.4837 1.4056 3.6081 0.5377 -1.0136 -0.0019
N -1.2337 1.0139 2.6655 0.8703 2.0850 -1.3237
H 0.5915 1.3388 3.4138 0.1078 -0.7965 0.5196
H -0.7331 1.6697 4.6443 -0.4979 0.9906 -0.3920
H -2.0576 1.5976 2.5063 -1.0180 -1.2655 1.1978
C 1.4296 -1.9771 -5.1220 -1.3782 -0.4441 0.0562
H 0.8303 -1.4832 -4.3553 0.8144 0.1355 0.5382
H 2.4814 -1.7373 -5.1976 -0.0797 0.4257 0.0937
H 1.3135 -3.0498 -4.9600 0.0817 0.0212 -0.0692
H 0.8260 -1.7060 -5.9852 0.5619 -0.1383 -0.6187
```
Positions in Å, forces in eV/Å.

Properties
LUMO energy   0.0367 Eh
Spin multiplicity   1
E   -3675.6780 eV
SMILES   C=N.C
Kohn-Sham gap   10.3 eV
Relative energy (zero: lowest compared OMol25 entry of this formula, charge and spin)   41.6 kcal per mole
Total charge   0
Strongest force on any atom   0.051 Eh/bohr

---

C26H18Cl3N4OReS | ωB97M-V/def2-TZVPD

```
54
Properties=species:S:1:pos:R:3:forces:R:3
Re -0.7629 -0.0999 0.4084 -0.2318 -5.0678 1.4110
N 1.7576 -1.4795 3.8238 0.3950 -0.2266 0.3267
C 1.2255 -0.8138 2.7583 -1.6811 0.7246 -0.2745
S -0.5057 -0.4152 2.9020 0.2759 0.2270 -1.0730
N 1.9458 -0.4249 1.7753 1.1920 -0.5768 0.0517
N 1.2674 0.2339 0.7868 -1.0857 1.3662 -0.2421
C 1.7336 1.4493 0.4093 -0.6961 -0.7045 0.0214
C 3.0729 1.9198 0.7245 0.5730 0.2261 0.2099
C 4.2047 1.1160 0.5528 -0.2556 0.1842 -0.1038
C 5.4578 1.6004 0.8702 0.1700 -0.0271 0.0617
C 5.6122 2.8773 1.3877 -0.0016 0.1129 0.0068
C 4.4954 3.6774 1.5786 0.2978 0.0749 0.0786
C 3.2427 3.2064 1.2511 -0.1495 -0.2968 -0.0637
C 0.7581 2.3152 -0.1515 0.8194 -0.0797 0.1065
C 1.0713 3.4589 -0.9206 -0.2858 0.2828 -0.2573
C 0.0629 4.2354 -1.4288 0.6814 0.0159 0.0300
C -1.2648 3.9131 -1.1210 -0.4709 -0.6994 0.4904
C -1.5047 2.7772 -0.3664 -1.0704 1.3994 -0.8257
N -0.5536 1.9693 0.0704 0.6627 -0.3476 0.1888
H 1.0872 -2.0285 4.3373 0.1431 -0.0327 -0.0439
H 2.6598 -1.9007 3.6665 -0.0250 -0.0087 0.0209
H 4.0860 0.1190 0.1582 -0.0451 -0.0976 0.0107
H 6.3281 0.9756 0.7251 0.0564 -0.0692 -0.0231
H 6.5939 3.2482 1.6452 0.0917 0.0088 0.0214
H 4.6020 4.6644 2.0076 0.0214 0.0765 0.0004
H 2.3717 3.8213 1.4303 -0.0463 0.0043 -0.0055
H 2.1093 3.6762 -1.1296 -0.0068 0.0065 -0.0220
H 0.2840 5.0852 -2.0632 0.0597 0.0013 0.0351
H -2.0873 4.5055 -1.4878 -0.1146 0.0337 0.0547
H -2.5217 2.4956 -0.1147 0.0518 -0.1049 -0.0576
Cl -5.3225 0.1657 -5.2637 -0.2077 -0.0303 -0.3765
C -4.6255 0.1052 -3.6814 0.1885 -0.0115 0.2571
C -3.2504 0.0269 -3.5494 -0.0730 0.0257 0.0088
C -2.7000 0.0264 -2.2868 -0.6868 0.0111 0.3053
Cl -0.9775 -0.0166 -2.0946 0.4613 -0.1111 -0.1349
C -3.4635 0.0753 -1.0881 -0.0877 0.0664 -0.8315
O -2.9606 0.0845 0.0793 0.8906 0.1498 0.9433
C -4.8677 0.1388 -1.3106 0.2493 -0.0418 0.0092
Cl -5.8949 0.2027 0.0761 -0.1216 0.0216 0.2264
C -5.4406 0.1586 -2.5618 0.1805 0.0024 -0.0912
H -2.6205 -0.0291 -4.4221 0.0970 0.0412 -0.1059
H -6.5123 0.2201 -2.6553 -0.1111 0.0028 -0.0516
C -0.7092 -2.0266 0.3711 -0.1437 5.7428 -0.1477
C -0.6785 -3.3783 0.3782 0.0421 -2.9012 -0.1637
C 0.4789 -4.1302 0.7596 -0.5785 0.8989 -0.1657
C 0.4642 -5.4984 0.7198 -0.0452 -0.6061 -0.0473
C -0.6711 -6.1970 0.3084 0.0001 0.1975 0.0216
C -1.8213 -5.4877 -0.0391 0.0336 -0.5813 0.0163
C -1.8416 -4.1215 -0.0063 0.5428 0.8164 0.2977
H 1.3503 -3.5817 1.0884 0.0939 0.0285 -0.0245
H 1.3481 -6.0505 1.0145 0.0458 -0.0140 -0.0009
H -0.6654 -7.2757 0.2649 0.0139 -0.1004 0.0297
H -2.7135 -6.0263 -0.3327 -0.0259 -0.0315 -0.0337
H -2.7317 -3.5627 -0.2554 -0.0836 0.0186 -0.0748
```
Positions in Å, forces in eV/Å.

Properties
LUMO energy (spin up / spin down)   0.0974 / 0.0898 Eh
Spin multiplicity   2
E   -85795.4243 eV
Kohn-Sham gap (spin up / spin down)   5.4 / 6.6 eV
⟨S²⟩   1.18
Relative energy (zero: lowest compared OMol25 entry of this formula, charge and spin)   0.0 kcal per mole
Total charge   -1
Strongest force on any atom   0.112 Eh/bohr

---

C4H7NO2 | ωB97M-V/def2-TZVPD

```
14
Properties=species:S:1:pos:R:3:forces:R:3
C -0.0105 1.2940 -1.2664 -0.0147 -0.0701 -0.1246
C 0.1759 0.3210 -0.1395 0.0454 -0.2434 -0.0774
N 0.8553 0.5941 0.9230 -0.4060 -0.6913 -0.6437
O 1.3687 1.8865 0.9247 0.0613 -0.2031 -0.0449
C -0.2380 -1.1418 -0.2532 -1.5918 -0.1512 0.0915
C -0.6653 -1.8433 0.9424 -0.0852 -0.2929 0.6267
O -1.7065 -1.7629 0.0035 -0.6584 1.0625 0.8869
H 0.9669 1.6569 -1.6045 -0.1502 -0.0664 0.0304
H -0.5207 0.7936 -2.0881 0.0168 0.1235 -0.0309
H -0.5879 2.1796 -0.9729 0.0951 -0.2777 0.0789
H 2.0409 1.8449 1.6249 -0.4296 0.0488 -0.1960
H -0.5071 -1.8332 -1.0828 2.7999 1.0315 -0.8071
H -0.2196 -2.7935 1.2245 -0.3506 -0.1948 -0.1154
H -0.9521 -1.1960 1.7644 0.6679 -0.0753 0.3256
```
Positions in Å, forces in eV/Å.

Properties
LUMO energy   0.0302 Eh
Spin multiplicity   1
E   -9841.8765 eV
SMILES   C/C(=N\O)[C@H]1CO1
Kohn-Sham gap   10.4 eV
Relative energy (zero: lowest compared OMol25 entry of this formula, charge and spin)   124.6 kcal per mole
Total charge   0
Strongest force on any atom   0.060 Eh/bohr